Molecular formula: C31H26CdF4NTe
Method: DFT, ωB97M-V with the def2-TZVPD basis set

Cartesian coordinates (Å):
Cd (0.7209, 0.8858, 0.0124)
C (-1.2207, 3.5177, -4.1472)
C (-1.2651, 3.3106, -2.6529)
C (-0.1957, 3.6774, -1.7966)
C (-0.2528, 3.3709, -0.4152)
C (-1.3688, 2.7981, 0.1304)
C (-2.4885, 2.5472, -0.7038)
C (-2.4470, 2.8795, -2.0482)
H (-0.5745, 4.3500, -4.4185)
H (-2.2461, 3.7639, -4.4383)
H (-1.0054, 2.5986, -4.6729)
H (0.6666, 4.2091, -2.2215)
H (0.6111, 3.6303, 0.2155)
H (-1.4524, 2.6181, 1.1754)
H (-3.3993, 2.1427, -0.2783)
H (-3.3149, 2.6662, -2.6590)
F (5.4067, -3.1841, 1.0613)
C (4.4808, -2.2163, 0.7834)
C (3.1633, -2.4277, 1.1582)
C (2.2756, -1.3896, 0.8756)
C (2.6603, -0.1861, 0.3414)
C (4.0014, 0.0111, 0.0346)
C (4.9391, -0.9977, 0.2877)
H (2.8336, -3.3853, 1.5781)
H (1.2470, -1.6841, 0.9817)
H (4.3709, 0.8735, -0.4662)
H (5.9486, -0.8900, -0.1129)
Te (-0.7955, -0.1473, -2.3073)
C (0.7356, -1.5858, -2.2683)
C (0.5250, -2.8433, -1.7785)
C (1.6585, -3.7657, -1.6701)
C (2.9075, -3.3121, -2.0178)
C (3.1416, -1.9720, -2.4008)
C (2.0526, -1.1195, -2.5099)
C (-2.3044, -1.5492, -1.8239)
C (-2.8158, -1.4808, -0.5087)
C (-3.7428, -2.4121, -0.0629)
C (-4.2814, -3.4367, -0.9264)
C (-3.7615, -3.4954, -2.2334)
C (-2.7914, -2.5501, -2.7000)
H (-0.4450, -3.2391, -1.5935)
H (1.4967, -4.7367, -1.2165)
H (3.7156, -3.9587, -1.9776)
H (4.0726, -1.5761, -2.7304)
H (2.2743, -0.0713, -2.8035)
H (-2.5337, -0.6763, 0.1702)
H (-4.1025, -2.3389, 0.9945)
H (-5.1142, -4.0788, -0.6874)
H (-4.1758, -4.2463, -2.9746)
H (-2.4199, -2.5775, -3.7249)
F (-1.7522, 3.2188, 6.2158)
C (-0.8620, 2.2159, 6.3122)
F (0.2283, 2.7169, 6.9573)
F (-1.3595, 1.1676, 6.9579)
C (-0.4634, 1.7497, 4.8682)
C (0.6709, 2.2684, 4.3062)
C (0.9165, 1.9548, 2.9575)
N (0.1408, 1.1491, 2.3164)
C (-0.9740, 0.6252, 2.8780)
C (-1.3434, 0.8913, 4.1672)
H (1.3113, 2.9647, 4.8353)
H (1.8635, 2.2639, 2.4825)
H (-1.5458, 0.0368, 2.2368)
H (-2.2219, 0.4573, 4.6564)

As for the LUMO energy: -2.897 eV. As for the orbital gap: 8.1 eV. As for the energy relative to the best compared isomer or geometry (same formula, charge and spin): 0.579 eV. Its net charge is +1.